C13H37N3O4 | ωB97M-V/def2-TZVPD

The geometry in XYZ format:
```
57
C13H37N3O4 (ωB97M-V/def2-TZVPD)
C 28.205 20.840 36.588
C 28.370 22.271 35.843
C 28.435 23.379 36.718
O 27.329 23.325 37.605
C 27.103 24.524 38.433
N 29.463 22.031 34.992
H 28.228 19.976 35.947
H 27.323 20.885 37.154
H 28.821 20.891 37.386
H 27.561 22.324 35.054
H 28.580 24.243 36.110
H 29.251 23.257 37.479
H 27.978 24.588 39.050
H 26.289 24.707 39.254
H 27.331 25.404 37.808
H 29.822 22.906 34.521
H 29.215 21.246 34.326
C 34.144 23.523 31.723
C 33.371 22.166 31.990
C 33.478 21.718 33.424
O 34.846 21.627 33.816
C 35.055 21.253 35.128
N 32.040 22.254 31.559
H 33.647 24.358 32.356
H 33.915 24.115 30.724
H 35.320 23.534 31.818
H 34.007 21.375 31.367
H 33.045 20.770 33.547
H 33.041 22.296 34.025
H 36.090 21.130 35.088
H 34.572 20.452 35.334
H 34.759 22.089 35.966
H 31.429 22.988 32.129
H 31.405 21.601 31.477
C 31.902 25.491 29.361
C 30.368 25.254 29.697
C 29.970 26.591 30.202
O 30.521 26.921 31.447
C 29.920 28.115 31.989
N 29.758 24.866 28.404
H 32.437 25.821 30.323
H 31.954 25.867 28.391
H 32.304 24.421 29.025
H 30.271 24.262 30.458
H 28.957 26.615 30.294
H 30.031 27.515 29.532
H 30.501 28.271 32.837
H 28.870 27.891 32.457
H 29.817 29.035 31.354
H 30.309 24.204 27.943
H 29.615 25.737 27.619
C 31.065 25.029 34.181
O 30.232 24.449 33.152
H 30.874 25.879 34.441
H 32.075 25.188 33.757
H 31.225 24.415 34.825
H 30.180 25.094 32.417
```

The LUMO energy is 0.622 eV. The energy relative to the best compared isomer or geometry (same formula, charge and spin) comes out at 865.2 kJ/mol. The value obtained for the gap between HOMO and LUMO is 8.972 eV. As for the charge: 0. The SMILES is COC[C@H](C)N.COC[C@H](C)N.COC[C@H](C)N.CO.

---

C35H63F2IN3O7S2Si | ωB97M-V/def2-TZVPD

The geometry in XYZ format:
```
114
C35H63F2IN3O7S2Si (ωB97M-V/def2-TZVPD)
C 6.741 -2.202 0.387
C 6.011 -2.468 -0.947
C 4.501 -2.249 -0.856
I 3.848 -3.921 0.401
C 3.706 -2.171 -2.222
C 4.372 -3.239 -3.131
C 3.609 -3.819 -4.309
N 3.746 -3.470 -5.508
C 2.245 -2.577 -1.943
C 1.116 -2.063 -2.892
C 0.108 -3.161 -3.303
F -0.128 -3.853 -2.158
F 0.626 -4.004 -4.216
C -1.183 -2.545 -3.856
C -2.469 -3.248 -3.380
Si -3.444 -2.167 -2.191
C -3.503 -0.396 -2.829
C -5.209 -2.818 -1.999
C -2.580 -2.231 -0.507
C -2.633 -3.424 0.235
C -1.987 -3.535 1.471
C -1.269 -2.462 2.002
C -1.224 -1.262 1.291
C -1.873 -1.154 0.051
S 1.572 -1.021 -4.284
O 1.349 -1.649 -5.538
O 0.880 0.219 -4.081
O 3.144 -0.793 -4.144
C 3.730 -0.716 -2.806
C 2.964 0.280 -1.945
C 2.843 1.718 -2.489
C 2.848 2.728 -1.329
C 1.500 2.653 -0.625
N 1.292 3.692 0.392
C 1.617 3.424 1.697
C 1.238 2.093 2.278
O 2.150 4.247 2.393
C 5.133 -0.177 -3.156
S 6.042 0.834 -1.990
O 5.798 0.470 -0.624
O 5.887 2.213 -2.343
H 6.113 -1.692 1.105
H 7.111 -3.133 0.801
H 7.623 -1.601 0.191
H 6.498 -1.928 -1.752
H 6.168 -3.519 -1.162
H 4.240 -1.387 -0.259
H 4.547 -4.092 -2.476
H 5.350 -2.948 -3.503
H 2.956 -4.654 -4.077
H 4.402 -2.693 -5.588
H 2.004 -2.169 -0.969
H 2.159 -3.652 -1.922
H 0.497 -1.396 -2.305
H -1.108 -2.624 -4.935
H -1.215 -1.482 -3.638
H -3.111 -3.398 -4.249
H -2.297 -4.240 -2.973
H -4.447 0.064 -2.558
H -2.696 0.208 -2.419
H -3.369 -0.366 -3.907
H -5.477 -3.498 -2.800
H -5.878 -1.963 -1.981
H -5.295 -3.312 -1.035
H -3.161 -4.285 -0.153
H -2.039 -4.459 2.029
H -0.748 -2.542 2.942
H -0.676 -0.412 1.674
H -1.819 -0.207 -0.472
H 3.394 0.342 -0.951
H 1.948 -0.061 -1.774
H 1.896 1.860 -2.995
H 3.621 1.983 -3.196
H 2.987 3.723 -1.746
H 3.672 2.535 -0.645
H 1.325 1.664 -0.220
H 0.745 2.794 -1.399
H 1.701 4.576 0.120
H 2.157 1.543 2.458
H 0.615 1.513 1.605
H 0.728 2.208 3.227
H 5.015 0.481 -4.013
H 5.797 -0.959 -3.507
H 7.316 0.492 -2.305
C -6.277 3.236 3.348
C -5.254 3.690 4.368
N -4.623 2.584 5.186
C -5.711 1.906 5.967
C -3.707 3.187 6.232
C -2.482 3.947 5.749
C -3.964 1.492 4.368
C -2.910 1.872 3.347
O -3.428 2.718 2.348
C -2.474 3.639 1.819
H -7.152 2.778 3.808
H -6.625 4.113 2.805
H -5.862 2.547 2.617
H -5.724 4.354 5.095
H -4.455 4.241 3.888
H -6.248 2.658 6.539
H -5.254 1.180 6.634
H -6.382 1.398 5.284
H -3.404 2.365 6.879
H -4.345 3.854 6.810
H -1.651 3.281 5.529
H -2.144 4.591 6.560
H -2.670 4.583 4.887
H -4.777 0.978 3.859
H -3.528 0.806 5.094
H -2.587 0.932 2.880
H -2.029 2.307 3.816
H -1.456 3.397 2.123
H -2.715 4.651 2.160
H -2.528 3.622 0.733
```

The LUMO energy is -2.333 eV. The energy relative to the best compared isomer or geometry (same formula, charge and spin) comes out at 0.0 kJ/mol. The value obtained for the gap between HOMO and LUMO is 8.793 eV. As for the charge: +1.

---

C25H50NO3 | ωB97M-V/def2-TZVPD

The geometry in XYZ format:
```
79
C25H50NO3 (ωB97M-V/def2-TZVPD)
C -0.114 -2.865 -8.520
O -1.133 -2.009 -7.991
C -0.559 -1.076 -7.055
C -0.816 -1.513 -5.574
C -2.299 -1.922 -5.283
C -2.540 -2.065 -3.729
C -2.087 -3.461 -3.155
C -1.190 -3.325 -1.850
C -2.162 -2.964 -0.662
C -1.571 -3.330 0.759
C -0.139 -2.704 1.019
C -0.253 -1.578 2.130
C -0.599 -0.209 1.423
C 0.502 0.913 1.638
C 1.819 0.405 0.950
C 3.115 1.214 1.332
C 3.912 0.336 2.391
C 4.789 1.180 3.372
O 4.447 0.765 4.719
C 0.033 2.216 0.865
C -0.243 3.473 1.761
C 1.070 4.324 2.066
C -1.132 4.439 0.857
N -1.050 3.194 2.960
O -1.339 4.251 3.632
C -0.537 2.072 3.790
C 0.011 2.679 5.153
C -1.789 1.177 4.202
C 0.645 1.254 3.163
H 0.648 -3.146 -7.757
H -0.624 -3.802 -8.851
H 0.382 -2.417 -9.416
H 0.551 -1.058 -7.221
H -0.953 -0.065 -7.305
H -0.151 -2.369 -5.315
H -0.584 -0.631 -4.928
H -2.978 -1.126 -5.680
H -2.597 -2.885 -5.760
H -3.634 -1.956 -3.520
H -2.004 -1.223 -3.222
H -3.018 -4.024 -2.899
H -1.475 -4.005 -3.920
H -0.493 -2.479 -2.057
H -0.663 -4.282 -1.633
H -2.387 -1.867 -0.627
H -3.116 -3.526 -0.818
H -1.604 -4.432 0.957
H -2.272 -2.872 1.501
H 0.520 -3.528 1.398
H 0.339 -2.319 0.087
H -0.945 -1.856 2.951
H 0.777 -1.510 2.573
H -1.611 0.155 1.719
H -0.598 -0.406 0.318
H 2.035 -0.676 1.092
H 1.667 0.543 -0.156
H 3.778 1.436 0.463
H 2.845 2.210 1.769
H 3.116 -0.176 2.994
H 4.483 -0.471 1.868
H 4.650 2.279 3.288
H 5.851 0.855 3.225
H 4.830 1.400 5.331
H 0.707 2.465 0.007
H -0.951 1.956 0.385
H 1.566 3.979 3.006
H 0.868 5.412 2.057
H 1.786 4.069 1.245
H -1.087 5.482 1.259
H -2.201 4.127 0.928
H -0.771 4.447 -0.196
H 0.701 3.538 4.986
H 0.649 1.875 5.614
H -0.798 2.913 5.876
H -2.263 1.596 5.122
H -2.552 1.280 3.390
H -1.511 0.109 4.345
H 0.710 0.300 3.750
H 1.589 1.803 3.415
```

The LUMO energy (spin up / spin down) is 0.590 / 0.328 eV. The energy relative to the best compared isomer or geometry (same formula, charge and spin) comes out at 0.0 kJ/mol. Its spin multiplicity is 2. The value obtained for the gap between HOMO and LUMO (spin up / spin down) is 8.967 / 9.768 eV. As for the charge: 0.

---

C21H21F24InN3O5 | ωB97M-V/def2-TZVPD

The geometry in XYZ format:
```
75
C21H21F24InN3O5 (ωB97M-V/def2-TZVPD)
C 6.432 4.310 -0.474
C 5.704 4.284 -1.439
In 4.610 4.206 -3.367
N 4.898 2.251 -4.101
C 2.473 4.713 -3.100
C 1.823 3.488 -2.454
C 0.352 3.707 -2.104
N -0.330 2.587 -1.476
O -0.216 4.732 -2.320
O 5.487 5.713 -4.608
C 5.117 6.856 -4.234
N 4.720 7.896 -3.892
H 7.231 4.180 0.208
H 4.421 2.100 -4.980
H 5.892 2.111 -4.231
H 2.060 4.895 -4.088
H 2.319 5.608 -2.510
H 1.876 2.680 -3.185
H 2.379 3.209 -1.561
H 0.035 2.557 -0.528
H -0.007 1.739 -1.929
C -1.218 -2.373 1.501
C -2.641 -2.957 1.554
C -2.968 -4.103 0.595
F -2.876 -3.717 -0.689
F -4.244 -4.507 0.812
F -3.546 -1.963 1.413
F -2.797 -3.464 2.811
O -1.033 -1.161 0.786
C -0.762 -1.156 -0.562
C -1.827 -0.398 -1.353
F -3.032 -0.989 -1.206
F -1.514 -0.422 -2.668
F -0.568 -2.405 -1.028
F 0.417 -0.505 -0.718
H -0.988 -2.101 2.530
H -0.481 -3.126 1.222
H -2.302 -4.953 0.767
H -1.896 0.641 -1.022
C 4.224 -4.899 -1.488
C 5.392 -4.137 -2.143
C 6.636 -3.883 -1.288
F 6.356 -3.104 -0.228
F 7.562 -3.244 -2.037
F 4.941 -2.983 -2.664
F 5.811 -4.916 -3.185
O 3.127 -4.133 -1.013
C 3.107 -3.623 0.262
C 3.016 -2.097 0.254
F 4.087 -1.561 -0.351
F 2.982 -1.648 1.533
F 4.139 -4.069 0.997
F 1.975 -4.090 0.855
H 3.795 -5.494 -2.292
H 4.572 -5.613 -0.742
H 7.066 -4.827 -0.939
H 2.117 -1.776 -0.265
C -5.708 0.215 2.879
C -5.317 1.638 2.435
C -4.563 2.512 3.438
F -5.303 2.757 4.538
F -4.282 3.703 2.862
F -6.414 2.287 1.989
F -4.481 1.486 1.371
O -7.050 0.012 3.303
C -7.429 0.199 4.609
C -8.497 1.289 4.730
F -8.024 2.470 4.295
F -8.846 1.429 6.030
F -6.379 0.436 5.414
F -7.993 -0.957 5.030
H -5.628 -0.393 1.979
H -4.990 -0.207 3.581
H -3.622 2.040 3.734
H -9.379 1.022 4.145
```

The LUMO energy is 1.551 eV. The energy relative to the best compared isomer or geometry (same formula, charge and spin) comes out at 0.0 kJ/mol. The value obtained for the gap between HOMO and LUMO is 7.258 eV. As for the charge: -1.

---

C5H7N | ωB97M-V/def2-TZVPD

The geometry in XYZ format:
```
13
C5H7N (ωB97M-V/def2-TZVPD)
C -0.459 -0.362 0.547
C -0.636 0.823 -0.209
C 0.365 1.449 -0.806
C 1.595 0.482 -0.573
C 1.022 -0.527 0.122
H -1.795 -1.566 -0.177
H -1.344 -2.328 1.294
H -0.195 0.261 1.600
H -1.542 1.267 -0.188
H 0.479 2.019 -1.641
H 2.587 0.563 -1.121
H 1.666 -1.316 0.634
N -1.596 -1.441 0.731
```

The LUMO energy is 0.645 eV. The energy relative to the best compared isomer or geometry (same formula, charge and spin) comes out at 384.1 kJ/mol. The value obtained for the gap between HOMO and LUMO is 9.380 eV. As for the charge: 0. The SMILES is NC1C=CC=C1.

---

C4H8N3 | ωB97M-V/def2-TZVPD

The geometry in XYZ format:
```
15
C4H8N3 (ωB97M-V/def2-TZVPD)
C -0.234 1.341 0.191
C -2.447 -1.156 -0.121
C 1.514 -0.613 0.495
C 0.447 -0.004 -0.327
N -1.591 1.129 0.028
N -1.894 -0.023 -0.058
N 1.968 0.240 -0.627
H -0.067 1.478 1.180
H -0.139 2.269 -0.515
H -2.466 -1.915 -0.842
H -3.107 -1.583 0.559
H 1.709 -0.290 1.412
H 1.560 -1.738 0.533
H 2.448 1.076 -0.458
H 2.299 -0.214 -1.449
```

The LUMO energy (spin up / spin down) is -5.084 / -5.085 eV. The energy relative to the best compared isomer or geometry (same formula, charge and spin) comes out at 855.6 kJ/mol. The value obtained for the gap between HOMO and LUMO (spin up / spin down) is 7.195 / 7.192 eV. As for the charge: +1.

---

C6H10 | ωB97M-V/def2-TZVPD

The geometry in XYZ format:
```
16
C6H10 (ωB97M-V/def2-TZVPD)
C 1.549 -0.254 0.907
C 0.590 -0.968 -0.025
C -0.896 -0.807 0.015
C -1.262 0.612 0.415
C -0.444 1.140 -0.806
C -0.111 -0.307 -1.186
H 1.506 -0.682 1.913
H 1.327 0.814 1.001
H 2.580 -0.340 0.546
H 0.872 -1.998 -0.232
H -1.573 -1.655 0.024
H -2.330 0.798 0.255
H -1.009 0.941 1.428
H 0.438 1.781 -0.676
H -1.182 1.669 -1.399
H -0.053 -0.744 -2.182
```

The LUMO energy is 1.195 eV. The energy relative to the best compared isomer or geometry (same formula, charge and spin) comes out at 137.3 kJ/mol. The value obtained for the gap between HOMO and LUMO is 10.778 eV. As for the charge: 0. The SMILES is C[C@H]1[C@H]2CC[C@@H]12.